Record 1
27
Properties=species:S:1:pos:R:3:forces:R:3:mulliken_charge:R:1 method="wB97M-V/def2-TZVPD" relative_energy_ev=3.7255 charge=0 lumo_energy_ev=0.9 e_homo_ev=-6.34
C -1.9486 -0.5001 -0.2912 -0.04 0.35 -0.49 -0.156
C -2.6544 -1.7380 1.6369 -0.22 -0.44 0.70 -0.685
C -2.1375 0.7290 -1.1116 -0.36 -0.19 0.12 -0.880
N -2.7063 -0.7537 0.7494 -0.09 0.60 -0.10 -0.065
H -3.4308 -0.0484 0.9310 0.36 -0.40 -0.13 0.231
H -1.1555 -1.1877 -0.5326 0.06 -0.18 0.17 0.371
H -1.9534 -2.5332 1.4987 0.24 -0.19 -0.16 0.279
H -3.4150 -1.8080 2.3885 -0.15 0.13 0.03 0.246
H -3.0073 1.2978 -0.7542 0.15 -0.03 -0.14 0.351
H -2.2981 0.4884 -2.1675 -0.04 0.08 0.04 0.251
H -1.2660 1.3724 -1.0544 0.22 0.27 -0.03 0.066
C 1.2546 0.7322 1.7998 0.05 -0.19 -0.19 -1.606
C 1.8556 -0.7360 -1.7576 -0.08 -0.03 0.31 -1.519
C 2.0565 1.6713 -0.9478 -0.07 -0.12 0.25 -1.578
C 1.4097 -0.1647 0.6067 -0.02 0.27 -0.09 0.850
C 1.7505 0.2352 -0.6185 -0.06 -0.25 0.06 0.784
O 1.1905 -1.5055 0.8523 -0.02 -0.02 0.09 -0.557
H 0.7578 -1.5992 1.7081 0.00 0.01 -0.07 0.332
H 1.1908 1.7752 1.5038 0.00 0.03 0.03 0.355
H 2.1010 0.6111 2.4789 0.00 0.02 0.08 0.336
H 0.3425 0.4737 2.3429 -0.06 0.03 0.04 0.439
H 1.4983 -1.7144 -1.4551 -0.01 -0.14 -0.10 0.338
H 1.2673 -0.3850 -2.6043 -0.04 0.01 -0.16 0.339
H 2.7539 2.1052 -0.2366 0.10 0.16 0.03 0.381
H 2.4998 1.7342 -1.9362 0.07 0.07 -0.12 0.400
H 1.1527 2.2789 -0.9472 -0.08 0.17 -0.06 0.300
H 2.8915 -0.8309 -2.0823 0.09 -0.02 -0.12 0.398

Record 2
30
Properties=species:S:1:pos:R:3:forces:R:3:mulliken_charge:R:1 method="wB97M-V/def2-TZVPD" relative_energy_ev=6.3866 smiles="C=[S@@](C)(=O)[C@H](C(=O)NO)C(C)(C)C" charge=0 lumo_energy_ev=0.3 e_homo_ev=-8.23
C 0.3198 2.7868 1.0206 1.37 -2.82 0.25 -0.980
C -0.0866 0.1583 -1.5474 0.39 -0.14 3.13 -0.194
C -0.2773 -1.5855 1.9397 -1.60 0.46 -0.65 -1.923
C -1.1305 -2.2369 -0.3012 -2.25 0.57 -1.79 -1.668
C -2.1322 -0.2642 0.8545 -0.11 -0.54 0.16 -1.651
C 2.6426 1.7237 -0.1705 -4.06 -0.64 -2.36 -1.148
C 0.3607 -0.3567 -0.1436 -1.91 2.55 -1.44 -0.272
C -0.8220 -0.9938 0.5963 -0.07 -1.59 0.25 1.406
N 0.7715 0.1584 -2.5456 2.29 -1.41 -0.87 0.100
O -1.1211 0.8055 -1.6384 -0.50 0.09 -0.59 -0.773
O 1.4203 0.6451 1.9927 0.00 0.12 0.18 -0.728
O 0.2785 0.7353 -3.6940 0.62 -0.20 -0.31 -0.459
S 1.0045 1.2510 0.7333 2.27 2.24 -0.45 1.142
H -0.2049 2.4689 1.8769 -1.29 0.46 1.34 0.351
H -0.1997 3.3445 0.3055 -0.58 0.57 -1.27 0.323
H -0.3720 -0.8723 2.7086 -0.18 1.05 0.93 0.479
H 0.7446 -1.7098 1.8464 2.11 -0.75 -0.06 0.497
H -0.7527 -2.4798 2.3272 -0.29 -0.30 -0.55 0.380
H -1.6849 -2.0945 -1.3115 1.18 0.78 1.32 0.293
H -0.2326 -2.7238 -0.5426 1.29 -0.93 -0.27 0.473
H -1.8325 -2.9818 0.0668 0.20 0.05 1.09 0.440
H -2.1649 0.5405 1.5946 0.47 0.01 -0.28 0.270
H -2.6530 0.0029 -0.0543 0.03 0.26 -0.07 0.352
H -2.6542 -1.1023 1.2942 -0.87 0.03 0.35 0.485
H 2.4960 2.2750 -1.1293 -0.42 -0.30 0.75 0.332
H 3.2058 2.3163 0.4489 1.19 0.85 1.94 0.423
H 2.9479 0.7666 -0.4410 1.51 -1.55 -0.16 0.361
H 1.1020 -1.1018 -0.1387 1.55 -0.48 -0.19 1.036
H 1.5793 -0.4809 -2.6796 -1.18 0.78 0.18 0.248
H -0.5526 1.0052 -3.2682 -1.16 0.77 -0.55 0.403

Record 3
30
Properties=species:S:1:pos:R:3:forces:R:3:mulliken_charge:R:1 method="wB97M-V/def2-TZVPD" relative_energy_ev=0.4162 smiles="NCCCC[C@@H]1CCCOS1(=O)=O" charge=0 lumo_energy_ev=0.6 e_homo_ev=-8.96
N -3.0639 -1.9202 0.0136 0.05 -0.01 0.09 -0.706
C -1.8177 -2.2180 -0.6828 0.01 -0.06 -0.06 -0.712
C -0.5386 -2.0414 0.1477 -0.02 -0.04 0.14 -0.473
C 0.7356 -1.8017 -0.6671 -0.08 0.00 0.01 -0.763
C 0.7583 -0.5142 -1.4969 0.09 0.05 0.11 -1.068
C 0.9992 0.8176 -0.7243 0.01 -0.12 -0.15 0.380
C 1.5881 0.7033 0.6871 0.10 0.05 -0.01 -1.016
C 1.6287 2.0275 1.4564 -0.05 -0.03 0.07 -0.554
C 0.2932 2.7440 1.4696 0.04 -0.05 0.01 -0.548
O -0.1301 3.0227 0.1119 0.06 0.06 0.02 -0.389
S -0.5235 1.7374 -0.7250 -0.09 -0.10 0.15 1.198
O -0.8065 2.2023 -2.0410 -0.06 -0.01 -0.01 -0.689
O -1.5072 0.9953 0.0155 0.02 0.06 -0.07 -0.599
H -3.1153 -2.4406 0.8829 -0.03 0.01 -0.03 0.245
H -3.0775 -0.9350 0.2549 -0.01 -0.01 0.02 0.292
H -1.8714 -3.2501 -1.0428 0.04 0.05 -0.06 0.454
H -1.7940 -1.5846 -1.5712 0.01 0.01 0.02 0.266
H -0.7069 -1.2289 0.8598 0.03 0.04 -0.11 0.270
H -0.3908 -2.9480 0.7448 0.00 0.05 0.05 0.404
H 1.6011 -1.8233 -0.0005 0.01 -0.05 -0.02 0.343
H 0.8717 -2.6462 -1.3495 -0.01 0.05 -0.06 0.484
H -0.1763 -0.4339 -2.0541 0.05 0.05 -0.06 0.381
H 1.5359 -0.5886 -2.2580 0.05 -0.04 0.06 0.348
H 1.6689 1.4433 -1.3195 -0.10 0.08 -0.01 0.490
H 2.6138 0.3461 0.5659 -0.04 -0.11 0.07 0.344
H 1.0568 -0.0470 1.2708 -0.11 0.03 -0.03 0.270
H 1.9003 1.8260 2.4956 0.09 0.01 -0.03 0.364
H 2.3947 2.6879 1.0432 -0.06 0.02 -0.05 0.330
H 0.3540 3.7163 1.9521 0.01 0.01 -0.03 0.345
H -0.4807 2.1523 1.9610 -0.01 0.00 -0.01 0.309

Record 4
30
Properties=species:S:1:pos:R:3:forces:R:3:mulliken_charge:R:1 method="wB97M-V/def2-TZVPD" relative_energy_ev=5.3278 charge=0 lumo_energy_ev="0.3 / 0.3" e_homo_ev="-7.21 / -7.21"
C -0.3892 2.4550 -0.5320 -0.68 -0.68 -0.16 0.407
C -2.8646 0.7521 1.5513 0.01 -0.85 -0.02 -1.495
C 0.6318 -2.1620 -1.7268 3.11 1.04 0.95 -1.200
C 2.0702 -1.0418 1.7908 -1.99 0.48 -2.86 -1.452
C -2.0367 0.1869 0.3399 0.25 -2.46 4.22 -0.133
C 0.2977 -0.6646 -1.3567 1.20 -0.88 -0.89 -0.368
C 1.6676 -0.0640 0.6415 3.70 -0.55 1.21 -0.355
C -0.6158 0.5461 0.6714 0.33 1.47 -0.28 -1.093
N 0.3924 -0.4033 0.1235 -1.57 1.01 -1.82 0.352
O 2.0194 2.3358 -1.6710 1.35 -0.33 -0.11 -0.507
O 0.2115 1.4855 -3.1333 0.69 1.60 0.74 -0.554
O -1.2366 3.2337 -0.4327 -0.37 -0.13 0.89 -0.358
S 0.7622 2.6085 -2.3201 -1.07 -1.17 -0.94 0.561
H -2.4836 1.7414 1.6024 -0.43 1.32 0.40 0.382
H -2.8044 0.3263 2.5809 1.07 -0.30 -0.89 0.319
H -3.9331 0.6763 1.4443 -0.48 0.54 -0.80 0.396
H 1.4686 -2.3392 -0.9825 -0.55 -0.51 -0.88 0.237
H -0.1059 -2.9084 -1.5162 -0.81 -0.07 0.06 0.355
H 1.1228 -2.3864 -2.7338 -1.00 0.86 1.24 0.340
H 1.9915 -2.0111 1.3584 0.91 -1.16 -0.10 0.349
H 2.9299 -0.7886 2.3002 2.08 0.27 0.64 0.471
H 1.2870 -1.0378 2.4750 -1.50 0.25 1.58 0.390
H -2.1807 -0.9464 0.3538 0.02 1.08 -0.60 0.268
H -2.3418 0.6448 -0.5370 -0.89 0.57 -1.81 0.422
H -0.6853 -0.4702 -1.6607 -1.33 0.64 -0.26 0.367
H 0.9555 0.0719 -1.8278 -0.19 -0.62 0.00 0.333
H 2.4389 -0.0335 -0.1373 -0.34 -0.22 -0.01 0.356
H 1.6753 0.9091 1.0648 -0.43 1.03 -0.01 0.477
H -0.3582 0.5259 1.7569 -0.57 0.38 -0.67 0.375
H 0.1138 -1.2419 0.5126 -0.53 -2.61 1.18 0.357

Record 5
29
Properties=species:S:1:pos:R:3:forces:R:3:mulliken_charge:R:1 method="wB97M-V/def2-TZVPD" relative_energy_ev=0.0000 spin_multiplicity=5 charge=+1 s2=6.013 lumo_energy_ev="-2.6 / -6.7" e_homo_ev="-8.28 / -12.91"
C 0.4545 -0.2362 -4.0150 -0.14 0.48 -0.22 -0.488
C -0.8144 -0.9525 -3.8272 0.07 -0.20 0.05 -0.583
C -0.6359 -1.9314 -2.8077 0.65 0.41 -0.14 -0.111
C 0.6961 -1.8728 -2.3061 -0.64 -0.71 -0.06 -0.279
C 1.3820 -0.7629 -2.9359 -0.25 1.02 0.26 -0.826
Pt 0.1043 1.0620 -2.3297 1.29 -2.53 -1.01 0.293
P -0.6197 2.5547 -1.0460 -1.09 1.88 1.37 0.086
H 0.7623 0.3181 -4.8858 0.10 -0.50 -0.39 0.632
H -1.6961 -0.7654 -4.4220 -0.04 -0.18 0.18 0.428
H -1.3977 -2.6212 -2.4869 -0.04 -0.11 0.08 0.423
H 2.4389 -0.5628 -2.9228 0.13 -0.18 0.00 0.559
H 1.1290 -2.5280 -1.5627 -0.13 0.00 -0.13 0.473
H -1.5890 2.1943 -0.0469 0.56 0.27 -0.49 0.130
H -1.2576 3.5491 -1.8414 0.15 0.13 0.77 0.103
H 0.4794 3.1848 -0.3774 -0.76 0.10 -0.14 0.121
C -1.2029 -0.5017 3.7279 -0.01 0.04 -0.12 -1.194
P -0.2891 -0.1502 2.1994 -0.16 0.00 0.25 1.161
C 0.2883 1.5659 2.3880 0.01 -0.13 0.02 -1.109
C 1.2302 -1.1384 2.2820 0.08 -0.04 0.07 -1.122
O -1.0993 -0.3846 0.9631 0.33 0.26 -0.13 -0.705
H -2.2193 -0.1066 3.6157 0.18 -0.13 0.04 0.330
H -0.7298 -0.0237 4.5938 -0.04 -0.17 -0.17 0.368
H -1.2458 -1.5866 3.8858 -0.08 0.26 -0.03 0.354
H 0.6163 1.7425 3.4202 -0.03 0.03 -0.27 0.379
H 1.1341 1.7406 1.7122 -0.18 0.03 0.11 0.263
H -0.5309 2.2492 2.1440 0.13 -0.05 0.15 0.296
H 1.1289 -1.9833 1.5920 0.03 0.16 0.14 0.298
H 2.0927 -0.5244 1.9950 -0.15 -0.24 0.02 0.353
H 1.3905 -1.5286 3.2945 0.02 0.12 -0.22 0.370

Record 6
26
Properties=species:S:1:pos:R:3:forces:R:3:mulliken_charge:R:1 method="wB97M-V/def2-TZVPD" relative_energy_ev=1.1746 smiles="C/C=C/C.CCCC" charge=0 lumo_energy_ev=1.1 e_homo_ev=-8.96
C 1.6026 1.7337 -0.9845 -1.01 -2.18 -1.24 -0.172
C 1.2933 0.5449 -1.6127 0.94 1.67 1.12 0.012
C 2.2718 -0.6197 -1.6367 -0.42 0.85 -0.33 -1.128
C 0.6737 2.9027 -0.7772 0.37 0.26 0.59 -1.087
H 2.5872 1.8181 -0.5241 -0.06 -0.04 -0.17 0.281
H 0.3298 0.3423 -2.0891 0.08 0.42 0.29 0.331
H 1.9808 -1.3388 -0.8627 0.44 0.01 -0.11 0.238
H 2.2789 -1.1157 -2.6041 -0.26 -0.19 -0.08 0.314
H 3.2762 -0.2131 -1.5366 0.12 -0.30 0.55 0.348
H -0.3821 2.6177 -0.9678 0.65 0.38 0.12 0.254
H 0.9779 3.7853 -1.3817 -0.33 -0.58 0.13 0.353
H 0.8188 3.2440 0.2853 -0.52 -0.32 -0.85 0.266
C -2.0811 -2.6300 0.1983 -0.28 0.22 0.94 -1.546
C -0.7134 0.5080 2.1285 0.89 0.09 0.68 -1.065
C -1.3909 -0.8300 1.8798 0.44 -1.12 1.26 -0.363
C -1.3460 -1.3145 0.4501 -0.20 -0.43 -0.53 0.294
H -1.5866 -3.4774 0.6431 0.49 -0.33 0.12 0.353
H -2.2378 -2.8295 -0.8317 0.18 -0.16 -1.12 0.418
H -3.0753 -2.6650 0.6274 -0.34 0.39 0.26 0.346
H -0.6574 0.7221 3.2183 0.09 -0.25 -0.57 0.360
H -1.2229 1.3825 1.7151 -0.05 -0.28 -0.36 0.288
H 0.3283 0.4662 1.7361 -0.63 0.26 0.21 0.210
H -2.3963 -0.8228 2.3320 0.05 0.00 -0.54 0.314
H -0.8552 -1.6455 2.4718 -0.47 1.06 -0.43 0.229
H -1.7162 -0.5781 -0.2494 -0.31 0.48 -0.09 0.309
H -0.3077 -1.4632 0.1457 0.16 0.11 0.14 -0.155